(1)
110
Properties=species:S:1:pos:R:3:forces:R:3:mulliken_spin:R:1 method="wB97M-V/def2-TZVPD" spin_multiplicity=2 e_homo_ha="-0.3643 / -0.3643" max_force_ha_per_bohr=0.09869 energy_ha=-3920.01184 lumo_energy_ev="-0.37 / -3.81" molar_mass_g_mol=789.6
C 0.2900 -0.5766 -0.3517 1.348 -0.134 0.826 -0.0101
C -0.7671 -0.1352 -1.3112 -0.865 0.387 -0.077 0.0190
O -1.4457 1.0917 -1.1988 1.040 -1.336 0.501 0.8844
H 1.2830 -0.2098 -0.6114 0.003 0.499 0.173 0.0134
H 0.4526 -1.6543 -0.3662 -0.436 -0.264 -0.535 0.0007
H 0.1158 -0.4346 0.7149 -0.323 0.657 -0.132 -0.0016
H -1.4758 -0.9617 -1.3642 -0.842 0.141 -0.173 0.0347
H -0.3816 -0.1261 -2.3307 0.152 0.075 -0.458 0.0524
C -2.4843 -5.9465 -5.1856 -0.689 0.772 -0.582 0.0000
C -2.0308 -5.1525 -3.9731 -1.697 -1.733 1.934 0.0000
O -2.3052 -5.5115 -2.8278 0.303 0.210 -0.424 0.0001
N -1.5191 -3.9601 -4.2410 1.994 0.580 -1.512 -0.0001
C -1.2640 -2.8681 -3.3218 -1.497 -0.112 0.013 0.0034
H -1.6884 -6.3943 -5.7805 -0.104 -0.055 0.131 0.0000
H -3.0305 -5.2145 -5.7806 0.484 0.286 -0.621 0.0000
H -3.3355 -6.6071 -5.0207 0.731 -0.570 0.793 0.0000
H -1.1734 -3.9144 -5.1889 -0.078 0.631 0.093 0.0001
H -2.1466 -2.2503 -3.4876 0.097 0.710 0.445 -0.0005
H -0.3834 -2.2493 -3.4941 0.184 -0.580 -0.245 0.0005
H -1.3295 -3.2261 -2.2943 0.321 -0.150 -0.108 -0.0013
C -2.3837 1.5840 -4.8055 -0.966 -0.408 0.435 -0.0027
C -3.1593 2.7440 -4.2105 -0.029 -1.780 -4.178 0.0004
O -3.9462 3.3350 -4.9153 -0.743 0.955 -0.257 0.0007
N -2.9023 3.0094 -2.9938 -0.019 1.854 4.724 0.0030
C -3.4776 4.1699 -2.3092 0.838 0.145 1.366 -0.0002
H -2.8898 1.4206 -5.7569 0.918 0.070 -0.324 0.0000
H -2.6179 0.6906 -4.2267 0.212 -0.209 0.281 0.0007
H -1.3094 1.7632 -4.7637 -0.117 -0.082 -0.647 0.0006
H -2.3871 2.3716 -2.4039 -0.051 0.013 -0.348 -0.0064
H -4.5469 4.3807 -2.3269 0.051 -0.530 -0.821 0.0003
H -2.9146 5.0793 -2.5191 -0.207 0.053 -0.518 -0.0001
H -3.2652 4.0087 -1.2523 -0.024 -0.099 0.193 -0.0004
C 0.6218 1.4216 5.6044 -0.989 -1.234 -0.784 0.0000
C 1.3619 0.0559 5.7568 -0.238 1.082 1.717 0.0000
O 1.8113 -0.2961 6.8373 -0.052 0.424 -0.152 0.0000
N 1.4510 -0.8049 4.7249 -1.141 0.706 -2.912 0.0000
C 1.1249 -0.4152 3.2807 0.595 -0.513 1.088 -0.0003
H 1.2364 2.3205 5.5553 0.140 -0.345 0.146 0.0000
H -0.1860 1.5222 6.3293 0.731 -0.052 0.867 0.0000
H -0.0368 1.3685 4.7374 0.483 0.306 -0.551 0.0000
H 2.0582 -1.5781 4.9564 -0.077 -0.138 -0.427 0.0000
H 0.8157 -1.2233 2.6178 0.386 -0.729 0.612 0.0001
H 1.9996 0.0553 2.8315 -0.101 0.177 -0.064 -0.0001
H 0.2559 0.2382 3.2038 0.316 0.212 0.547 0.0006
C -3.9298 1.3144 2.1661 -0.382 -0.834 0.785 0.0014
C -5.0656 0.9043 1.2659 -1.667 0.711 0.424 -0.0013
O -6.2225 0.7717 1.7131 2.214 0.037 -0.957 0.0004
N -4.7517 0.7199 -0.0466 -0.021 -0.295 0.843 0.0006
C -5.6695 -0.0186 -0.8635 0.978 -0.706 -1.700 -0.0004
H -4.1467 0.6676 3.0162 0.295 0.126 0.389 0.0000
H -4.0065 2.3348 2.5417 0.069 -0.001 -0.347 0.0000
H -2.9347 1.0324 1.8221 0.017 0.371 -0.275 -0.0006
H -3.7841 0.7779 -0.3302 -0.192 0.042 0.142 0.0104
H -5.1082 -0.7240 -1.4762 0.517 -0.414 0.166 -0.0004
H -6.0258 0.5998 -1.6874 -1.223 0.181 0.596 -0.0002
H -6.3220 -0.6629 -0.2742 -0.513 0.834 -0.138 0.0004
C 1.3515 2.8143 1.9064 0.321 0.424 -1.706 0.0005
C 1.1823 4.0311 0.9260 1.185 2.612 0.425 0.0008
O 1.9399 5.0277 1.0328 -1.848 -2.464 -0.262 0.0004
N 0.1966 3.9724 -0.0516 0.715 -1.363 1.233 0.0021
C -0.1437 4.9687 -1.0413 -0.119 1.069 0.492 0.0013
H 1.6565 3.0916 2.9155 -0.445 0.332 -0.187 0.0000
H 2.2227 2.3059 1.4933 0.255 -0.148 -0.001 0.0003
H 0.5601 2.0656 1.8703 -0.283 0.344 0.172 -0.0009
H -0.2486 3.0662 -0.0784 -0.376 0.243 -0.241 -0.0135
H 0.5703 5.7921 -1.0269 0.589 -0.491 -0.234 -0.0002
H -1.0410 5.5280 -0.7763 -0.455 -0.392 0.174 0.0000
H -0.3033 4.5677 -2.0422 0.316 -0.150 0.057 -0.0003
C -1.6394 -2.3773 4.0236 -0.537 1.816 2.647 0.0001
O -1.3278 -3.2152 3.0068 -0.180 -2.307 -3.361 0.0000
P -2.4182 -4.2510 2.3422 2.446 -1.362 -1.065 -0.0001
O -3.0069 -5.1697 3.3165 -0.763 1.008 -0.430 0.0000
O -3.3240 -3.3371 1.3750 -2.030 -2.526 2.656 -0.0006
C -2.7575 -2.4333 0.5520 1.846 1.241 -1.281 0.0077
O -1.5006 -5.0755 1.2421 0.626 3.136 1.836 -0.0001
C -2.0892 -6.0258 0.3497 -0.957 0.425 1.739 0.0000
H -2.5340 -2.6746 4.5707 0.101 -0.194 0.184 0.0000
H -1.7800 -1.3255 3.7746 -0.373 0.133 -0.985 -0.0001
H -0.7881 -2.2664 4.6952 0.008 -0.681 0.249 0.0000
H -2.3961 -2.8956 -0.3665 -0.062 -0.231 -0.238 0.0006
H -1.8688 -2.1051 1.0913 0.150 1.088 -0.470 0.0005
H -3.4620 -1.6502 0.2715 0.030 0.096 0.354 -0.0019
H -3.1263 -5.6970 0.2829 -0.171 -0.448 -0.953 0.0000
H -2.0831 -6.8933 1.0096 0.034 -0.829 -1.123 0.0000
H -1.5442 -6.0112 -0.5941 -0.242 -0.345 0.280 0.0000
C 4.8068 0.3139 0.2063 -1.256 0.023 -1.253 -0.0001
O 5.3168 0.9403 1.3598 2.200 -0.050 1.251 0.0000
P 6.9405 1.0664 1.4563 1.860 0.585 -0.462 0.0000
O 7.6414 1.7954 0.3362 -1.504 -1.839 1.605 0.0000
O 7.2379 1.7576 2.8869 -1.686 -0.596 -1.210 0.0000
C 8.5841 1.9396 3.2704 1.131 0.493 0.809 0.0000
O 7.4805 -0.4637 1.7658 -1.008 1.062 -0.673 0.0000
C 8.1622 -1.2450 0.7816 0.416 0.027 -0.625 0.0000
H 4.2484 1.0924 -0.3134 0.327 -0.058 -0.477 0.0000
H 4.0648 -0.4645 0.3843 0.043 -0.072 0.989 0.0000
H 5.5049 -0.1880 -0.4635 0.510 0.539 0.111 0.0000
H 9.3056 1.5933 2.5305 -0.146 -0.336 0.128 0.0000
H 8.7367 1.5309 4.2694 -0.059 -0.844 -0.288 0.0000
H 8.8584 2.9734 3.4803 -0.663 0.462 -0.654 0.0000
H 9.0274 -0.6858 0.4255 0.237 -0.261 0.217 0.0000
H 7.6167 -1.5083 -0.1246 -0.717 0.459 0.072 0.0000
H 8.4066 -2.2243 1.1932 0.273 0.385 0.488 0.0000
Cl 1.4236 3.0575 -4.9504 0.068 -0.421 -0.027 0.0006
C 1.1371 2.1594 -3.4195 0.061 0.552 -0.424 0.0042
C 2.1104 2.6507 -2.3362 -1.143 -0.709 -0.011 0.0006
Cl 3.7785 2.3754 -2.8241 0.344 0.049 -0.138 0.0000
H 1.2115 1.0782 -3.5357 0.573 0.049 -0.473 -0.0017
H 0.0643 2.3170 -3.3079 0.149 0.408 1.022 -0.0007
H 1.9443 1.9848 -1.4893 -0.017 0.276 0.305 -0.0009
H 1.9665 3.6887 -2.0361 0.092 -0.168 -0.206 -0.0005

---

(2)
104
Properties=species:S:1:pos:R:3:forces:R:3:mulliken_spin:R:1 method="wB97M-V/def2-TZVPD" spin_multiplicity=7 e_homo_ha="-0.4171 / -0.4171" max_force_ha_per_bohr=0.08400 energy_ha=-4138.79277 lumo_energy_ev="-8.63 / -8.75" total_charge=+2 molar_mass_g_mol=714.6
Na 3.5726 0.6840 -2.5412 -0.390 -0.187 1.217 0.0191
Na 0.2970 -4.8804 -2.5199 0.338 0.173 -0.272 0.0035
V 1.4947 0.4860 -5.2293 0.284 -3.153 2.939 3.1112
V 0.3158 -2.7736 -5.4522 1.889 -1.403 3.496 3.0552
O 2.3281 -1.5258 -5.1863 -2.891 1.805 -1.677 -0.0333
C 3.1376 -2.4951 -4.5812 0.993 0.545 1.738 -0.0362
C 2.9123 -3.9532 -4.9280 0.234 -1.139 -0.187 -0.0139
O 1.5927 -4.4175 -4.9133 -1.871 2.467 -0.757 -0.0311
H 3.0329 -2.4192 -3.4791 -0.283 0.089 -0.270 0.0372
H 4.1790 -2.1951 -4.7726 -0.012 -0.451 -0.166 0.0025
H 3.4124 -4.5503 -4.1468 0.542 0.400 -0.173 0.0067
H 3.4303 -4.2091 -5.8615 -0.200 0.090 -0.131 -0.0084
O 1.0847 0.3269 -3.0938 1.861 0.947 -2.863 -0.1217
C 0.0998 -0.2929 -2.3459 -1.637 -0.325 0.655 0.0454
C 0.0159 -1.8177 -2.2897 0.762 -0.154 1.084 -0.0216
O -0.3464 -2.6103 -3.3612 0.156 0.139 -2.332 -0.0232
H -0.8950 0.0914 -2.6234 0.136 -0.131 -0.354 -0.0113
H 0.1418 0.0046 -1.2780 0.497 0.012 -0.287 -0.0022
H -0.6619 -1.9881 -1.4279 -0.153 0.086 -0.245 0.0038
H 0.9786 -2.1697 -1.8505 0.030 0.057 -0.279 0.0049
C -6.4976 0.2733 0.1408 -1.080 -0.191 -0.546 0.0000
C -5.9021 0.9260 1.3929 -0.001 0.030 0.285 0.0000
C -6.2599 0.0796 2.6293 -0.721 -1.219 0.076 0.0000
C -5.3394 -1.0763 2.9850 1.155 0.464 -0.833 0.0000
C -3.8739 -0.6531 2.8667 0.586 -0.674 0.129 0.0000
C -3.4919 0.0678 1.5680 -0.494 0.036 -0.151 0.0000
N -4.4547 1.1218 1.2880 0.166 0.604 1.148 0.0001
O -4.1011 1.8725 0.1429 0.020 -0.563 0.157 0.0000
C -2.1274 0.7001 1.7418 0.946 -0.098 -0.796 0.0000
C -3.3843 -0.9887 0.4387 -0.611 0.102 0.152 -0.0013
C -6.5761 2.2784 1.6736 -0.797 -0.203 -0.370 0.0000
H -6.0429 0.5750 -0.8041 0.273 -0.014 0.126 0.0000
H -7.5488 0.5583 0.0192 0.099 0.246 0.166 0.0000
H -6.5948 -0.8166 0.1732 0.619 -0.029 0.137 0.0000
H -6.4669 0.6786 3.5137 0.340 0.238 -0.047 0.0000
H -7.2124 -0.4082 2.3924 -0.195 0.384 0.061 -0.0001
H -5.4138 -1.9006 2.2676 -0.525 0.021 0.039 0.0000
H -5.5391 -1.4919 3.9698 -0.111 0.085 0.041 0.0000
H -3.3011 -1.5883 2.8083 0.177 0.143 0.399 0.0000
H -3.4684 -0.0999 3.7173 -0.384 0.149 0.037 0.0000
H -1.7604 1.1165 0.7934 -0.234 0.020 -0.002 0.0001
H -2.0486 1.5226 2.4529 -0.377 -0.267 0.246 0.0001
H -1.3968 -0.0833 1.9679 -0.148 0.051 0.348 -0.0001
H -2.6513 -1.7464 0.7130 0.221 0.085 -0.255 0.0004
H -4.3353 -1.5034 0.2964 -0.016 -0.018 0.040 0.0000
H -3.1528 -0.5134 -0.5186 0.328 -0.156 -0.062 0.0001
H -6.3219 3.0660 0.9678 0.200 -0.020 0.045 0.0000
H -6.4617 2.5907 2.7092 0.587 0.201 -0.122 0.0000
H -7.6543 2.1037 1.5898 0.012 0.105 -0.133 0.0000
H -3.9900 1.1973 -0.5423 -0.227 0.410 -0.415 -0.0001
C 3.1844 5.0578 0.6220 -0.111 0.285 -0.147 0.0000
C 3.7691 3.8060 1.2773 -0.526 -0.675 -0.595 0.0003
C 4.0967 4.0159 2.7448 -0.057 1.655 0.559 0.0000
C 2.8892 4.1876 3.6646 -1.262 -0.974 -1.815 0.0000
C 1.9617 2.9463 3.5067 1.383 0.120 0.644 0.0001
C 1.6604 2.5263 2.0623 -0.195 0.797 -0.588 0.0007
N 2.8370 2.6784 1.1880 1.720 0.243 3.696 -0.0011
O 2.7930 2.0761 -0.0100 -1.816 -0.916 -2.970 -0.0028
C 1.2490 1.0666 2.0107 0.888 -1.362 0.670 -0.0011
C 0.5062 3.4132 1.5389 -1.016 -0.832 -0.981 0.0000
C 5.0845 3.4436 0.5716 -0.511 -0.827 0.181 -0.0002
H 3.8898 5.8827 0.6881 0.010 0.179 0.000 0.0000
H 2.2331 5.3634 1.0531 0.126 0.064 0.252 0.0000
H 2.9666 4.8982 -0.4375 0.172 -0.194 -0.033 0.0000
H 4.8079 3.3038 3.1637 -0.127 -0.329 -0.289 0.0000
H 4.5926 4.9924 2.7577 0.383 -0.107 0.131 0.0000
H 2.2487 4.9914 3.2915 0.521 0.611 0.396 0.0000
H 3.2146 4.3380 4.6864 -0.259 0.111 0.152 0.0000
H 1.0018 3.1482 3.9748 -0.038 -0.236 0.286 0.0000
H 2.5166 2.1759 4.0501 -0.495 -0.503 -0.143 0.0000
H 2.0467 0.4229 2.4116 0.358 0.403 -0.235 0.0000
H 0.4433 0.7516 2.6665 -0.528 0.714 -0.157 0.0001
H 1.0957 0.6792 1.0050 -0.395 0.208 -0.110 -0.0001
H 0.5543 3.4949 0.4439 0.294 0.437 0.142 -0.0002
H -0.4518 2.8944 1.6198 -0.025 0.001 0.538 0.0003
H 0.3561 4.3927 1.9833 0.430 0.095 0.036 0.0001
H 5.7874 4.2454 0.7651 0.314 -0.052 -0.259 0.0000
H 4.9547 3.2235 -0.4875 -0.070 0.680 -0.228 0.0000
H 5.4448 2.4809 0.9458 0.202 0.252 0.455 0.0001
H 1.9205 2.3306 -0.4135 0.892 0.170 0.159 0.0004
O 3.4156 -1.4730 -1.0883 0.189 0.545 -0.633 0.0027
H 4.2109 -1.9257 -1.3932 0.066 -0.173 0.257 -0.0002
H 2.6883 -1.9552 -1.5056 0.028 0.005 0.193 0.0001
O -3.3475 1.0023 -2.8081 0.103 -0.080 -0.002 0.0004
H -3.0451 1.1790 -3.7037 -0.181 0.079 -0.048 0.0001
H -2.6483 0.4740 -2.4118 -0.077 -0.014 0.062 -0.0033
O 0.8296 2.9970 -2.0228 0.334 -0.594 -0.398 -0.0003
H 0.9427 2.0477 -2.2311 -0.303 0.349 -0.119 0.0133
H 0.0010 3.2383 -2.4499 -0.139 0.168 0.219 0.0005
O -2.9430 -3.5610 -2.0505 0.300 -0.052 0.009 0.0009
H -3.6808 -2.9661 -2.2156 -0.130 -0.048 0.073 0.0001
H -2.1575 -3.0184 -2.1892 -0.164 0.031 -0.260 0.0022
C 2.2991 -4.7007 0.7861 -0.378 0.083 -0.187 0.0001
C 3.3093 -4.8629 -0.3160 0.056 -0.318 -0.514 0.0000
C 4.3562 -5.9292 -0.0516 -0.225 0.222 -0.102 0.0001
O 2.5600 -5.2248 -1.5128 -0.729 0.223 -0.368 0.0010
H 1.5154 -4.0074 0.4641 0.148 0.227 0.165 0.0001
H 2.7835 -4.3185 1.6818 -0.126 -0.004 0.068 0.0000
H 1.7784 -5.6334 1.0080 0.285 -0.148 0.081 0.0000
H 3.7618 -3.8972 -0.5490 0.210 0.007 0.329 -0.0002
H 3.8506 -6.8923 0.0138 0.096 -0.047 0.168 0.0000
H 4.8890 -5.7141 0.8737 0.034 -0.107 -0.003 0.0000
H 5.0752 -5.9814 -0.8704 0.067 0.019 0.040 -0.0001
H 3.1484 -5.2581 -2.2753 0.181 -0.175 0.192 0.0004